Run w
Entry from the OMol25 dataset: C5H11N as an isolated structure (wB97M-V/def2-TZVPD).

Each line ends with the natural charge from an NBO analysis.
Element x y z (Å)
C  -0.54618  1.40654  0.22078  -0.650
C  -0.30948  -0.05450  -0.00021  0.137
C  -1.65971  -0.92072  -0.25139  -0.617
C  0.88515  -0.72774  0.80573  -0.411
C  1.67786  -0.14145  -0.35912  -0.211
H  -1.08348  1.46327  1.26738  0.209
H  -1.39515  1.73023  -0.45894  0.221
H  0.30380  2.08508  0.18424  0.220
H  -2.06062  -0.93011  0.71609  0.205
H  -2.28124  -0.59770  -1.12218  0.215
H  -1.30320  -1.93865  -0.48945  0.215
H  1.12277  -0.17201  1.76980  0.200
H  0.85579  -1.87423  1.04406  0.222
H  2.21934  0.78959  0.02681  0.144
H  2.45612  -0.77410  -0.56959  0.179
H  0.53308  0.78166  -1.69034  0.335
N  0.58514  -0.12516  -1.09365  -0.613

gap between HOMO and LUMO	0.3579	hartree
E_HOMO	-8.69	eV
LUMO energy	1.1	eV

=====

Run x
Entry from the OMol25 dataset: a 2-piece molecular cluster, C5H11N overall (wB97M-V/def2-TZVPD).

Each line ends with the natural charge from an NBO analysis.
Element x y z (Å)
C  -1.48234  -1.50325  0.08530  -0.423
N  -0.53290  -0.84688  0.71271  -0.179
C  0.83940  -1.07641  1.17721  -0.213
C  0.11860  0.19289  1.12732  0.065
C  0.40931  0.38487  -2.00509  -0.867
C  0.07377  1.66909  1.17114  -0.650
H  -2.35834  -0.96219  -0.24612  0.197
H  -0.17337  -0.42632  -1.55690  0.225
H  -1.37996  -2.57216  -0.02494  0.198
H  1.53980  -1.38325  0.38732  0.169
H  0.94430  -1.63732  2.11113  0.174
H  1.34754  0.53540  -1.46261  0.205
H  -0.17596  1.30885  -1.97374  0.206
H  0.62530  0.12379  -3.04203  0.212
H  1.05854  2.08721  0.93282  0.229
H  -0.64220  2.06527  0.44270  0.229
H  -0.21150  2.04041  2.16377  0.222

gap between HOMO and LUMO	0.2839	hartree
E_HOMO	-6.73	eV
LUMO energy	1.0	eV

=====

Run y
Entry from the OMol25 dataset: one molecule with the formula C5H11N (wB97M-V/def2-TZVPD).

Each line ends with the natural charge from an NBO analysis.
Element x y z (Å)
C  -1.89552  1.07798  -0.30172  -0.616
C  -1.45833  -0.37592  -0.15964  -0.215
N  -0.05941  -0.57103  -0.51730  -0.406
C  0.66215  -1.55545  0.27188  -0.257
C  0.93020  -0.10462  0.43597  -0.086
C  2.15367  0.57274  -0.13014  -0.611
H  -2.84899  1.23259  0.21434  0.211
H  -1.15942  1.75299  0.14963  0.204
H  -2.02126  1.36721  -1.34897  0.211
H  -1.65520  -0.71437  0.87377  0.158
H  -2.05732  -1.01262  -0.82212  0.198
H  0.11757  -2.04800  1.08036  0.187
H  1.35615  -2.19903  -0.26520  0.199
H  0.54283  0.33225  1.36117  0.186
H  2.97739  0.57779  0.59241  0.209
H  1.92782  1.61096  -0.39887  0.211
H  2.48766  0.05654  -1.03559  0.217

gap between HOMO and LUMO	0.3804	hartree
E_HOMO	-9.07	eV
LUMO energy	1.3	eV

=====

The structure with the least stability is run x.

=====

Run w
Entry from the OMol25 dataset: a 2-piece molecular cluster, CH7NO overall (wB97M-V/def2-TZVPD).

Each line ends with the natural charge from an NBO analysis.
Element x y z (Å)
C  -1.06873  -0.63898  -0.03610  -0.424
N  -0.55130  0.74288  -0.09086  -0.890
H  -0.62810  -1.14134  0.79008  0.207
H  -2.12132  -0.74406  0.10343  0.182
H  -0.60322  -1.27871  -0.86575  0.203
H  -0.96715  1.43208  -0.71564  0.374
H  -0.49153  1.22880  0.90826  0.367
O  2.18181  -0.21718  -0.06297  -0.971
H  1.37562  0.23363  -0.18443  0.489
H  2.87392  0.38288  0.15398  0.464

gap between HOMO and LUMO	0.3936	hartree
E_HOMO	-9.69	eV
LUMO energy	1.0	eV

=====

Run x
Entry from the OMol25 dataset: a 3-piece molecular cluster, CH7NO overall (wB97M-V/def2-TZVPD).

Each line ends with the natural charge from an NBO analysis.
Element x y z (Å)
C  0.37799  -0.41037  1.18405  -0.432
H  1.15597  -1.19571  -0.33702  0.364
H  -0.50493  -1.56957  -0.31433  0.361
H  -0.63802  -0.42345  1.71745  0.194
H  1.17277  -0.96979  1.72319  0.182
H  0.72078  0.62962  1.11048  0.198
H  -0.87959  1.01425  -0.74483  0.504
H  -0.42662  1.77245  -2.66639  0.445
N  0.15397  -0.76243  -0.22329  -0.845
O  -1.13233  1.91500  -1.44932  -0.970

gap between HOMO and LUMO	0.3892	hartree
E_HOMO	-10.15	eV
LUMO energy	0.4	eV

=====

Run y
Entry from the OMol25 dataset: a 2-piece molecular cluster, CH7NO overall (wB97M-V/def2-TZVPD).

Each line ends with the natural charge from an NBO analysis.
Element x y z (Å)
C  -0.91477  0.30217  0.03527  -0.260
O  -2.25285  -0.26147  -0.13011  -0.725
H  -0.27557  -0.18782  -0.66934  0.183
H  -0.60710  0.25449  1.12251  0.171
H  -0.78280  1.35473  -0.32982  0.164
H  -2.69563  -0.21956  0.69256  0.464
N  2.88692  -0.08641  0.00004  -1.094
H  2.49442  -0.30925  0.94762  0.364
H  2.61877  0.85277  -0.38548  0.373
H  2.55085  -0.86173  -0.54910  0.361

gap between HOMO and LUMO	0.3977	hartree
E_HOMO	-10.02	eV
LUMO energy	0.8	eV

=====

The structure with the least stability is run x.

=====

Run w
Entry from the OMol25 dataset: a 2-piece molecular cluster, C3H5FO2 overall (wB97M-V/def2-TZVPD).

Each line ends with the natural charge from an NBO analysis.
Element x y z (Å)
C  1.65711  0.24132  -1.02307  -0.547
C  1.49629  -0.00224  0.25312  0.237
F  1.61666  -1.32302  0.59883  -0.352
H  1.50372  1.21911  -1.54212  0.209
H  1.67848  -0.15558  -2.12273  0.242
H  1.22252  0.71525  0.92453  0.203
O  -0.70237  0.40651  1.12647  -0.551
C  -1.48455  -0.35021  0.77870  0.679
O  -2.64718  -0.15065  -0.06748  -0.729
H  -1.56768  -1.36282  1.37193  0.122
H  -2.77301  0.76232  -0.29817  0.486

gap between HOMO and LUMO	0.3859	hartree
E_HOMO	-9.81	eV
LUMO energy	0.7	eV

=====

Run x
Entry from the OMol25 dataset: one molecule with the formula C3H5FO2 (wB97M-V/def2-TZVPD).

Each line ends with the natural charge from an NBO analysis.
Element x y z (Å)
C  0.06002  -0.46371  0.89208  -0.745
C  -0.65198  -1.28441  -0.17875  0.618
O  -0.21327  -2.18022  -0.83270  -0.510
C  -2.25827  -0.83464  -0.36192  -0.205
O  -2.39274  0.29682  0.43110  -0.160
F  -3.66831  0.93916  0.06095  -0.169
H  -0.61616  -0.52769  1.79778  0.257
H  1.12154  -0.50824  0.92199  0.246
H  -0.12801  0.58769  0.58988  0.252
H  -2.91472  -1.69899  -0.00217  0.198
H  -2.42158  -0.65937  -1.44794  0.217

gap between HOMO and LUMO	0.3826	hartree
E_HOMO	-10.20	eV
LUMO energy	0.2	eV

=====

Run y
Entry from the OMol25 dataset: C3H5FO2 as an isolated structure (wB97M-V/def2-TZVPD).

Each line ends with the natural charge from an NBO analysis.
Element x y z (Å)
C  0.39462  0.09530  1.00337  -0.214
C  -0.02909  -0.45942  -0.32049  0.528
C  -1.07814  0.50871  -1.17668  -0.057
H  2.32478  -1.00679  0.81918  0.385
H  1.01401  0.94277  0.87403  0.210
H  -0.43236  0.48680  1.57001  0.212
H  -1.06907  0.71494  -2.37874  0.240
H  -2.19849  -0.07442  -0.67228  0.188
O  1.01356  -0.80724  1.88445  -0.576
O  0.53717  -1.45230  -0.88608  -0.530
F  -0.86322  1.79395  -0.58182  -0.387

gap between HOMO and LUMO	0.3202	hartree
E_HOMO	-10.10	eV
LUMO energy	-1.4	eV

=====

Run z
Entry from the OMol25 dataset: one molecule with the formula C3H5FO2 (wB97M-V/def2-TZVPD).

Each line ends with the natural charge from an NBO analysis.
Element x y z (Å)
C  -0.89778  0.70548  0.47536  -0.653
C  -0.53122  -0.32853  -0.56762  0.096
F  -1.41933  -1.39618  -0.42771  -0.342
C  0.84021  -0.73072  -0.15472  0.759
O  1.14548  -1.61071  0.59795  -0.545
O  1.82077  0.22377  -0.60195  -0.719
H  -0.65889  0.47140  1.51257  0.235
H  -0.37836  1.67059  0.34916  0.235
H  -1.98137  1.01977  0.46282  0.236
H  -0.56158  -0.02545  -1.59775  0.203
H  2.62208  0.00058  -0.04810  0.496

gap between HOMO and LUMO	0.4303	hartree
E_HOMO	-10.99	eV
LUMO energy	0.7	eV

=====

The structure with the least stability is run y.

=====

Run w
Entry from the OMol25 dataset: one molecule with the formula C3H4BrF (wB97M-V/def2-TZVPD).

Each line ends with the natural charge from an NBO analysis.
Element x y z (Å)
C  -0.24365  -0.50437  -0.08632  -0.535
C  -0.50550  0.86594  -0.49176  0.265
C  1.02003  -0.09552  0.72910  -0.363
F  -1.42701  1.52414  0.19460  -0.319
Br  2.64242  0.29407  -0.03806  0.075
H  -0.99389  -0.88236  0.63924  0.251
H  0.07819  -1.10742  -0.96648  0.236
H  0.19192  1.42826  -1.23121  0.193
H  0.74649  0.48773  1.59165  0.196

gap between HOMO and LUMO (alpha / beta)	0.2983 / 0.3119	hartree
E_HOMO (alpha / beta)	-7.75 / -7.84	eV
LUMO energy (alpha / beta)	0.4 / 0.6	eV

=====

Run x
Entry from the OMol25 dataset: one molecule with the formula C3H4BrF (wB97M-V/def2-TZVPD).

Each line ends with the natural charge from an NBO analysis.
Element x y z (Å)
F  -1.12536  -1.72344  -1.15998  -0.336
C  -1.01160  -0.44241  -0.82114  0.060
C  0.42690  -0.23388  0.20215  -0.229
C  0.76654  0.87614  0.76186  -0.274
Br  2.41246  0.82034  1.81039  -0.003
H  -0.94576  0.13652  -1.66869  0.163
H  -1.70415  -0.00273  0.01485  0.169
H  0.83874  -1.26105  0.20823  0.230
H  0.34224  1.83051  0.65233  0.220

gap between HOMO and LUMO	0.3857	hartree
E_HOMO	-9.67	eV
LUMO energy	0.8	eV

=====

The structure with the least stability is run w.